No. 1
Computed, not measured: a 9-piece molecular cluster, C31H67Br16NO7P2S overall, with the ωB97M-V functional and the def2-TZVPD basis.

```
125
Properties=species:S:1:pos:R:3:lowdin_charge:R:1
C 2.6495 3.1345 1.7640 -0.0693
C 3.1169 3.2496 0.3048 -0.2653
N 2.0711 3.8174 -0.5485 -0.0857
O 2.0910 3.1902 -1.8498 -0.2990
P 0.6719 2.4845 -2.0583 0.3368
O -0.4674 3.3497 -2.3521 -0.3084
O 0.5629 1.4882 -0.8512 -0.1637
C -0.4049 0.4040 -0.9427 -0.1896
C -1.6149 0.7181 -0.0894 -0.1697
C -2.5438 -0.4835 0.1060 -0.2120
C -1.8432 -1.7757 0.5264 -0.2171
C -2.7675 -2.7650 1.2377 -0.2023
C -2.0263 -4.0386 1.6818 -0.1870
C -1.6156 -4.0542 3.1623 -0.2077
C -0.2503 -3.4381 3.4611 -0.2261
C 0.9366 -4.2014 2.8842 -0.2145
C 2.2668 -3.4806 3.0892 -0.2236
C 3.3824 -4.0450 2.2048 -0.1775
C 3.4063 -3.3638 0.8352 -0.2386
O 4.0216 -4.1404 -0.1760 -0.1899
C 3.1615 -5.1096 -0.7257 -0.1184
O 1.1111 1.4936 -3.2572 -0.2973
P 1.3784 1.8778 -4.8092 0.0331
O 2.2207 0.5770 -5.2249 -0.1697
O 2.4712 3.0234 -4.6886 -0.1712
S -0.1077 2.2604 -5.9245 0.3435
H 2.8525 2.1401 2.1634 0.0674
H 3.1421 3.8636 2.4069 0.0654
H 1.5709 3.2875 1.8196 0.0737
H 4.0021 3.8859 0.2515 -0.0093
H 3.3811 2.2614 -0.0667 0.1170
H 2.2167 4.8015 -0.7468 0.0061
H -0.6919 0.2519 -1.9860 0.1259
H 0.1300 -0.4855 -0.6132 0.1180
H -1.3002 1.1503 0.8646 0.1247
H -2.1720 1.5087 -0.6030 0.1165
H -3.2907 -0.2189 0.8586 0.0798
H -3.0955 -0.6436 -0.8265 0.0913
H -1.0050 -1.5153 1.1897 0.1082
H -1.3908 -2.2590 -0.3478 0.1141
H -3.1964 -2.2550 2.1057 0.1011
H -3.5693 -3.0064 0.5378 0.0492
H -2.6324 -4.9195 1.4601 0.0967
H -1.1301 -4.1231 1.0575 0.0944
H -1.6758 -5.0688 3.5692 0.0790
H -2.3600 -3.4741 3.7178 0.0932
H -0.2133 -2.3970 3.1195 0.1061
H -0.1176 -3.4049 4.5498 0.0657
H 0.7980 -4.4029 1.8167 0.1005
H 1.0058 -5.1679 3.3969 0.1037
H 2.5643 -3.5342 4.1365 0.0317
H 2.1532 -2.4139 2.8532 0.1157
H 4.3517 -3.8759 2.6824 0.1111
H 3.2932 -5.1275 2.0768 0.1085
H 3.9845 -2.4397 0.8905 0.1250
H 2.3794 -3.1195 0.5227 0.1114
H 3.6791 -5.5606 -1.5713 0.0867
H 2.2256 -4.6544 -1.0741 0.0867
H 2.9187 -5.9033 -0.0082 0.0816
H 1.6834 0.0506 -5.8320 0.0682
H 3.0376 2.9332 -3.9092 0.0738
Br -6.2160 0.7187 1.2952 0.6081
C -6.7763 0.4968 -0.5517 -0.7012
C -7.2747 -0.8978 -0.8158 -0.6752
Br -5.8219 -2.1869 -0.9232 0.6395
H -5.9199 0.7459 -1.1715 0.0296
H -7.5773 1.2144 -0.7183 0.0446
H -7.7796 -0.9411 -1.7788 0.0362
H -7.9417 -1.2460 -0.0331 0.0509
Br -6.4506 -2.6483 3.4463 0.6099
C -5.4075 -2.1743 5.0128 -0.6967
C -5.8432 -0.8750 5.6341 -0.6834
Br -5.2548 0.6740 4.6161 0.5929
H -4.3701 -2.1418 4.6955 0.0334
H -5.5483 -2.9899 5.7186 0.0584
H -5.3865 -0.7659 6.6152 0.0570
H -6.9220 -0.7978 5.7213 0.0515
Br 7.7487 5.6179 2.2919 0.6191
C 7.8127 6.1892 0.4340 -0.7218
C 6.6680 7.0936 0.0711 -0.6570
Br 5.0135 6.0940 -0.1485 0.7001
H 7.8186 5.2838 -0.1639 -0.0301
H 8.7569 6.7147 0.3124 0.0641
H 6.8521 7.5590 -0.8949 0.0168
H 6.4777 7.8584 0.8171 0.0565
Br -0.4525 -6.1485 6.1759 0.6628
C 1.0019 -6.1233 7.4648 -0.6877
C 1.1901 -4.7562 8.0665 -0.6877
Br 2.0253 -3.5316 6.8114 0.6830
H 1.8884 -6.4634 6.9394 0.0515
H 0.7326 -6.8417 8.2355 0.0577
H 1.8542 -4.8063 8.9263 0.0580
H 0.2469 -4.3056 8.3580 0.0500
Br -3.2871 -3.6058 -3.6188 0.5862
C -4.1169 -5.2909 -4.1040 -0.6906
C -4.9587 -5.8282 -2.9754 -0.6999
Br -3.8720 -6.5564 -1.5379 0.6059
H -3.3159 -5.9679 -4.3825 0.0489
H -4.7400 -5.0816 -4.9706 0.0592
H -5.5824 -6.6480 -3.3239 0.0581
H -5.5796 -5.0560 -2.5306 0.0228
Br -8.4345 2.1406 -3.7749 0.6161
C -6.5043 2.2433 -3.9868 -0.6852
C -5.9933 1.3104 -5.0510 -0.6780
Br -6.0266 -0.5465 -4.4744 0.6204
H -6.0801 2.0187 -3.0142 0.0285
H -6.2835 3.2750 -4.2490 0.0629
H -4.9527 1.5383 -5.2708 0.0623
H -6.5804 1.3596 -5.9624 0.0503
Br 2.8765 8.8591 -1.7446 0.5927
C 2.8059 7.8205 -3.3859 -0.6929
C 1.4301 7.2849 -3.6778 -0.6498
Br 0.9433 5.7665 -2.5682 0.8776
H 3.5405 7.0276 -3.2784 0.0340
H 3.1163 8.5028 -4.1740 0.0573
H 1.3888 6.9154 -4.7000 0.0620
H 0.6630 8.0383 -3.5293 0.0500
Br 9.1054 4.1619 -2.2779 0.6604
C 7.2996 4.2932 -2.9926 -0.6818
C 7.2349 5.1423 -4.2325 -0.6759
Br 7.3698 7.0392 -3.8248 0.6339
H 6.6712 4.6855 -2.1970 0.0034
H 7.0016 3.2718 -3.2184 0.0623
H 6.2732 5.0146 -4.7241 0.0577
H 8.0361 4.9171 -4.9288 0.0517
```

Results
LUMO energy: 0.1 eV
HOMO: -9.41 eV
Frontier orbital gap: 9.55 eV

---

No. 2
Computed, not measured: a 6-piece molecular cluster, H12O6 overall, with the ωB97M-V functional and the def2-TZVPD basis.

```
18
Properties=species:S:1:pos:R:3:lowdin_charge:R:1
O 2.3188 -0.0508 1.8421 -0.0688
H 2.9993 0.3340 1.2837 0.0293
H 1.5773 0.5780 1.8145 -0.0215
O -0.2238 -0.4120 -0.8646 -0.0401
H 0.4158 -0.5808 -1.5669 0.0180
H 0.3073 -0.0952 -0.1236 0.0271
O -2.5056 1.3683 0.7357 -0.0622
H -2.5660 0.7660 1.4835 0.0329
H -2.2080 0.8115 0.0076 0.0068
O 0.5399 2.0773 1.5508 -0.0451
H 0.8404 2.4133 0.7004 0.0589
H 0.0930 2.8201 1.9673 0.0644
O 1.6379 -1.5633 -3.3084 -0.0472
H 2.1887 -0.7833 -3.4301 0.0421
H 0.7996 -1.3407 -3.7279 0.0440
O -2.4395 -2.0473 0.4297 -0.0609
H -2.1134 -2.7975 0.9344 0.0357
H -1.6616 -1.4976 0.2719 -0.0133
```

Results
Energy relative to the best compared isomer or geometry (same formula, charge and spin): 123.3 kJ/mol
LUMO energy: 0.1 eV
HOMO: -11.07 eV
Frontier orbital gap: 11.17 eV

---

No. 3
Computed, not measured: a 2-piece molecular cluster, C2H3N3O overall, with the ωB97M-V functional and the def2-TZVPD basis.

```
9
Properties=species:S:1:pos:R:3:lowdin_charge:R:1
C 0.4386 -0.7989 0.6754 -0.0858
C -0.7312 -0.2839 1.3359 -0.2901
N 0.9524 -0.1436 -0.3331 0.0757
N 0.4633 1.6380 -1.7272 0.1663
N 0.6285 0.8667 -0.8960 -0.1750
O -1.2365 0.7757 1.0153 0.0225
H 0.9534 -1.6900 0.9860 0.1008
H -1.1135 -0.8983 2.1632 0.1102
H -0.3550 0.5343 -3.2193 0.0753
```

Results
Energy relative to the best compared isomer or geometry (same formula, charge and spin): 626.4 kJ/mol
LUMO energy (spin up / spin down): -0.7 / -1.4 eV
HOMO (spin up / spin down): -8.45 / -10.00 eV
Frontier orbital gap (spin up / spin down): 7.79 / 8.56 eV

---

No. 4
Computed, not measured: the molecule C3H9N3O, with the ωB97M-V functional and the def2-TZVPD basis.

```
16
Properties=species:S:1:pos:R:3:lowdin_charge:R:1
C -1.7163 -0.4472 -0.3007 -0.3052
C -0.6251 -1.0742 0.4924 -0.1343
C 1.3141 0.1809 -0.0295 -0.5745
H -2.1561 1.2330 0.7668 0.0545
H -1.2340 1.7027 -0.5918 0.1198
H -1.5037 -0.7975 -1.3661 0.1411
H -2.5515 -1.0302 -0.0024 0.0926
H -0.5553 -0.6565 1.4530 0.1042
H -0.6669 -2.1579 0.5453 0.1240
H 3.3592 0.6277 -0.4679 0.1171
H 2.7765 -0.8881 -0.6239 0.0644
H 1.4211 2.0489 0.3177 0.0229
N -2.0114 0.9674 -0.2076 -0.0465
N 2.6907 -0.0739 -0.0835 0.1298
N 0.7499 1.3287 0.2768 0.1176
O 0.7090 -0.9637 -0.1787 -0.0273
```

Results
Energy relative to the best compared isomer or geometry (same formula, charge and spin): 170.9 kJ/mol
LUMO energy: 0.9 eV
HOMO: -8.52 eV
Frontier orbital gap: 9.39 eV

---

No. 5
Computed, not measured: a 2-piece molecular cluster, C4H11NO2 overall, with the ωB97M-V functional and the def2-TZVPD basis.

```
18
Properties=species:S:1:pos:R:3:lowdin_charge:R:1
C -2.3480 0.8067 -0.2628 -0.0220
C 2.1513 0.8758 0.2507 -0.2822
C -3.0610 -1.3085 0.4383 -0.1246
C 3.4125 0.2313 -0.3126 -0.0795
N -2.0612 -0.3800 0.0151 -0.1117
O 0.9996 0.5988 -0.5071 -0.1896
O 0.6664 -0.7822 -0.3977 -0.0647
H -0.3073 -0.7541 -0.2418 0.0322
H -1.5518 1.4634 -0.5803 0.0694
H -3.3586 1.2232 -0.2053 0.0816
H 2.2150 1.9672 0.2110 0.1196
H 1.9977 0.5599 1.2919 0.1164
H -4.0671 -0.8749 0.4932 0.0759
H -3.0591 -2.1463 -0.2596 0.0841
H -2.7724 -1.6937 1.4169 0.0838
H 3.5881 0.5764 -1.3283 0.0733
H 3.2881 -0.8483 -0.3289 0.0681
H 4.2678 0.4853 0.3075 0.0699
```

Results
Energy relative to the best compared isomer or geometry (same formula, charge and spin): 418.8 kJ/mol
LUMO energy: 1.0 eV
HOMO: -9.04 eV
Frontier orbital gap: 10.06 eV

---

No. 6
Computed, not measured: the molecule C5H6N2, with the ωB97M-V functional and the def2-TZVPD basis.

```
13
Properties=species:S:1:pos:R:3:lowdin_charge:R:1
C -0.1774 1.5370 -0.5601 -0.2408
C -0.1913 0.3652 0.2959 -0.2768
C -0.7444 0.4173 1.4965 -0.2279
C -1.4286 0.8393 2.7224 0.1075
C 0.3808 -0.9316 -0.2201 -0.0601
N -0.5047 2.6769 -0.1313 0.0975
N -1.0190 -0.4032 2.5802 0.0838
H 0.1392 1.3254 -1.5925 0.1116
H 0.9879 -1.4142 0.5460 0.0751
H -0.4262 -1.6078 -0.4986 0.0784
H 1.0030 -0.7559 -1.0926 0.0679
H -0.4751 3.4266 -0.8178 0.0453
H -0.9377 -1.3247 2.9658 0.1387
```

Results
Energy relative to the best compared isomer or geometry (same formula, charge and spin): 453.3 kJ/mol
LUMO energy: 0.6 eV
HOMO: -8.69 eV
Frontier orbital gap: 9.30 eV